Record 1
The following is a quantum chemistry calculation of C33H22BiCl2N6O5 as an isolated structure, from the OMol25 dataset.

Properties
electronic energy	-3110.60959	hartree
LUMO energy	0.08715	hartree
total charge	-1
HOMO level	-4.9	eV
gap between HOMO and LUMO	0.2690	Eh

Geometry as XYZ:
```
69
C33H22BiCl2N6O5 (ωB97M-V/def2-TZVPD)
Bi 0.2264 -0.5607 0.1347
Cl -2.2172 3.1201 5.9347
C -2.1240 2.1359 4.5034
C -0.8768 1.8384 3.9759
C -0.7428 1.0589 2.8244
N 0.4626 0.7404 2.2019
C 1.6022 1.4221 2.4240
O 1.8111 2.3724 3.1802
C 2.7415 0.9668 1.5326
C 3.3595 1.9005 0.7071
C 4.3437 1.4721 -0.1636
C 4.7052 0.1327 -0.1577
C 4.0551 -0.7174 0.7219
N 3.0806 -0.3233 1.5445
C -1.9098 0.5374 2.2176
C -3.1530 0.8586 2.7609
C -3.2670 1.6578 3.8870
Cl -4.8551 2.0244 4.4940
N -1.8421 -0.2950 1.0741
C -2.7902 0.1162 0.1244
O -3.8312 -0.4254 -0.1494
C -2.3815 1.3953 -0.5913
C -3.3092 2.3097 -1.0591
C -2.8406 3.4965 -1.5980
C -1.4721 3.7091 -1.6801
C -0.6155 2.7187 -1.2268
N -1.0689 1.5954 -0.6781
H 0.0095 2.2398 4.4371
H 3.0548 2.9381 0.7558
H 4.8194 2.1687 -0.8426
H 5.4655 -0.2477 -0.8270
H 4.3089 -1.7717 0.7634
H -4.0489 0.4534 2.3085
H -4.3625 2.0794 -0.9794
H -3.5342 4.2517 -1.9476
H -1.0716 4.6221 -2.0995
H 0.4607 2.8040 -1.3174
C -0.3482 -3.2682 3.2624
O -1.2043 -4.2765 2.7317
C -1.8182 -4.1041 1.5250
C -2.9943 -4.8050 1.3594
C -3.7338 -4.7242 0.1779
C -3.2906 -3.9029 -0.8284
C -2.1060 -3.1632 -0.6832
C -1.7298 -2.3254 -1.8039
N -0.9268 -1.3239 -1.7893
N -0.6433 -0.7750 -3.0349
C 0.3859 0.0404 -3.0276
O 1.0856 0.4307 -2.0334
C 0.7615 0.5687 -4.3832
C 2.0588 1.0296 -4.5849
C 2.4455 1.5266 -5.8220
C 1.5299 1.5858 -6.8649
C 0.2300 1.1379 -6.6642
C -0.1515 0.6263 -5.4320
C -1.3114 -3.2877 0.4819
O -0.1201 -2.7379 0.5872
H -0.1665 -3.5675 4.2933
H -0.8315 -2.2885 3.2516
H 0.5918 -3.2000 2.7235
H -3.3333 -5.4187 2.1862
H -4.6554 -5.2828 0.0735
H -3.8611 -3.7936 -1.7450
H -2.1777 -2.5663 -2.7689
H 2.7518 0.9922 -3.7537
H 3.4606 1.8739 -5.9733
H 1.8270 1.9804 -7.8295
H -0.4876 1.1880 -7.4747
H -1.1567 0.2611 -5.2663
```

Results of the Löwdin charge analysis, in e, for atoms 1 through 2: number 1, Bi, carries 1.9832; number 2, Cl, carries 0.6285

***

Record 2
The following is a quantum chemistry calculation of an isolated ion of composition C4H8N4 and charge +2 in a non-equilibrium geometry, from the OMol25 dataset.

Properties
electronic energy	-375.32041	hartree
LUMO energy	-0.46444	hartree
total charge	+2
HOMO level	-19.5	eV
gap between HOMO and LUMO	0.2526	Eh

Geometry as XYZ:
```
16
C4H8N4 (ωB97M-V/def2-TZVPD)
C -0.8610 -0.6783 0.0691
C 1.1983 0.4509 0.4206
C -1.9843 -2.7060 -1.0097
C 2.0348 2.6270 0.4109
N 0.4780 -0.2865 -0.1799
N -0.9461 -1.9721 -0.6356
N -1.6356 0.1758 0.6185
N 1.8329 1.3782 0.9372
H -1.8539 -3.7098 -0.6233
H -2.9244 -2.2293 -0.9445
H -1.5374 -3.3113 -1.9140
H 1.5277 3.4381 1.0129
H 3.2083 2.9079 0.3393
H 1.7328 2.6920 -0.6049
H -2.5832 0.1258 0.2593
H 2.3130 1.0975 1.8440
```

Results of the Löwdin charge analysis, in e, for atoms 1 through 2: number 1, C, carries -0.3026; number 2, C, carries 0.0046

***

Record 3
The following is a quantum chemistry calculation of C19H15Br2N5RhS as an isolated structure in a non-equilibrium geometry, from the OMol25 dataset.

Properties
electronic energy	-6662.62830	hartree
LUMO energy	-0.43066	hartree
total charge	+3
HOMO level	-17.9	eV
gap between HOMO and LUMO	0.2255	Eh

Geometry as XYZ:
```
43
C19H15Br2N5RhS (ωB97M-V/def2-TZVPD)
Rh 0.2781 0.6472 0.3279
C -0.6647 0.3406 -4.7385
N -1.6188 0.1102 -3.6386
C -2.8654 -0.4541 -3.7768
C -3.4380 -0.4937 -2.5562
N -2.5357 0.0769 -1.6671
C -1.4234 0.4347 -2.3597
S 0.0610 1.0918 -1.7752
C -2.8054 0.3429 -0.3063
C -4.1172 0.4775 0.1232
C -4.3672 0.6848 1.4656
C -3.2954 0.7667 2.3517
C -2.0271 0.6641 1.8419
N -1.7679 0.4547 0.5295
H -1.1605 0.0824 -5.6689
H 0.2095 -0.2920 -4.5991
H -0.3808 1.3895 -4.7641
H -3.2284 -0.7992 -4.7306
H -4.3830 -0.9001 -2.2437
H -4.9284 0.4439 -0.5893
H -5.3847 0.7952 1.8173
H -3.4389 0.9257 3.4108
H -1.1610 0.7490 2.4951
Br 5.9547 2.4531 3.2658
C 4.3898 1.9996 2.3897
C 3.5651 2.9819 1.8474
C 2.4081 2.5955 1.2098
N 2.0543 1.3047 1.0919
C 2.8606 0.3414 1.6028
C 4.0227 0.6527 2.2620
C 2.3655 -1.0216 1.3567
C 3.0492 -2.1775 1.6555
C 2.5085 -3.4120 1.2927
Br 3.4181 -4.9772 1.6751
C 1.2847 -3.4437 0.6238
C 0.6467 -2.2573 0.3556
N 1.1620 -1.0736 0.7307
H 3.8206 4.0294 1.9211
H 1.7359 3.3260 0.7763
H 4.6569 -0.1179 2.6755
H 4.0082 -2.1334 2.1512
H 0.8391 -4.3801 0.3196
H -0.3074 -2.2285 -0.1520
```

Results of the Löwdin charge analysis, in e, for atoms 1 through 2: number 1, Rh, carries 0.9052; number 2, C, carries 0.0347

***

Record 4
The following is a quantum chemistry calculation of a 11-piece molecular cluster, C33H60BBr8O25S5 overall in a non-equilibrium geometry, from the OMol25 dataset.

Properties
electronic energy	-25782.37840	hartree
LUMO energy	-0.02049	hartree
total charge	-1
HOMO level	-7.7	eV
gap between HOMO and LUMO	0.2635	Eh

Geometry as XYZ:
```
132
C33H60BBr8O25S5 (ωB97M-V/def2-TZVPD)
O 3.1066 0.1598 -1.7243
C 2.1353 0.4596 -1.0397
O 1.9125 0.0397 0.1675
B 0.9156 0.9050 0.8393
O 0.1926 1.4923 -0.3519
C 0.9808 1.4192 -1.4869
O 0.8468 1.9651 -2.5799
O 1.5074 1.9043 1.7589
C 0.7231 1.8241 2.8591
O 0.8053 2.6269 3.7761
C -0.2588 0.6960 2.7847
O -0.1020 0.1370 1.6234
O -1.0857 0.4872 3.6575
Br 10.2660 1.3845 0.2274
C 9.4532 -0.3627 -0.2501
C 10.5329 -1.4502 -0.3065
Br 9.7510 -3.2670 -0.5693
H 8.9584 -0.2172 -1.2104
H 8.6950 -0.7559 0.4271
H 11.0858 -1.4647 0.6327
H 11.2220 -1.4321 -1.1508
Br 5.7305 4.9558 -7.7174
C 6.3161 3.1043 -7.3646
C 5.4764 2.1413 -8.1067
Br 5.9256 2.0835 -10.0282
H 6.3165 2.9282 -6.2889
H 7.3251 2.9716 -7.7551
H 4.4121 2.3597 -8.0197
H 5.5211 1.1155 -7.7407
Br 5.4183 -1.1568 5.3563
C 6.5834 0.1101 6.4853
C 6.0070 1.4930 6.5276
Br 6.9947 2.6726 7.7733
H 7.6142 0.1663 6.1355
H 6.5928 -0.3079 7.4920
H 4.9917 1.5545 6.9193
H 6.2467 2.0167 5.6022
Br -9.7547 0.3067 4.1100
C -8.4134 0.6831 5.5471
C -8.8974 0.0698 6.8640
Br -10.7181 0.7907 7.3536
H -8.3729 1.7630 5.6896
H -7.4437 0.2653 5.2764
H -8.2176 0.1739 7.7097
H -9.0446 -1.0081 6.7961
O 7.1117 8.4132 0.6252
S 5.8300 8.7031 1.2809
O 5.6973 9.9491 1.9914
O 4.5587 8.7121 0.1728
C 4.5161 7.5713 -0.6381
C 3.0266 7.3077 -0.8361
C 5.4376 7.3905 2.5629
H 4.9835 6.6205 -0.3819
H 5.0846 7.8380 -1.5290
H 2.6704 6.7546 0.0329
H 2.8814 6.5948 -1.6477
H 2.5159 8.2648 -0.9424
H 5.8958 6.4515 2.2525
H 4.3581 7.2549 2.6294
H 5.8265 7.7188 3.5268
O 1.3593 -3.7563 -7.4720
S 0.6776 -3.7418 -8.8172
O 1.3900 -3.7805 -10.1111
O -0.5593 -4.8530 -8.8303
C -1.3467 -5.1876 -7.6725
C -1.0564 -6.5681 -7.2872
C -0.4576 -2.2698 -8.8731
H -2.3187 -5.0969 -8.1573
H -1.2018 -4.4886 -6.8488
H -1.3405 -7.2931 -8.0499
H -1.3811 -6.8424 -6.2835
H 0.0075 -6.7733 -7.1690
H -1.4821 -2.5945 -9.0548
H -0.0166 -1.4141 -9.3844
H -0.4010 -2.0385 -7.8094
O -6.6797 5.9425 2.4523
S -5.2836 5.5568 2.2779
O -4.8897 4.3186 1.6119
O -4.5201 6.8542 1.5575
C -3.3627 6.5732 0.8388
C -3.7828 6.2812 -0.6346
C -4.3516 5.5712 3.8484
H -2.8449 5.7469 1.3258
H -2.7195 7.4485 0.9303
H -2.9180 5.7780 -1.0671
H -4.0579 7.1835 -1.1806
H -4.6195 5.6098 -0.8277
H -4.7255 6.3649 4.4952
H -3.3148 5.7587 3.5690
H -4.4370 4.5941 4.3239
O -3.5396 -9.0665 9.1590
S -3.6727 -7.6167 9.0252
O -3.8258 -6.7163 10.1676
O -2.4404 -6.9342 8.1616
C -2.3458 -5.5245 7.9702
C -0.9023 -5.1589 8.0805
C -5.0825 -7.3220 7.9100
H -2.9521 -5.0793 8.7591
H -2.8216 -5.1942 7.0469
H -0.5458 -5.1817 9.1102
H -0.6564 -4.1711 7.6907
H -0.3547 -5.7661 7.3597
H -5.8044 -8.0865 8.1973
H -4.8041 -7.4341 6.8621
H -5.4797 -6.3338 8.1421
O 3.0775 -6.5465 -0.2206
S 2.6362 -6.9981 -1.5557
O 2.7978 -8.3796 -1.9862
O 1.0074 -6.5474 -1.8504
C 0.5086 -5.3268 -1.3036
C -0.9710 -5.5097 -1.0104
C 3.4369 -5.9325 -2.7863
H 0.7445 -4.4481 -1.9039
H 1.0238 -4.9951 -0.4021
H -1.6379 -5.7786 -1.8296
H -1.3704 -4.5727 -0.6222
H -1.0475 -6.2977 -0.2611
H 4.4980 -5.9342 -2.5368
H 2.9665 -4.9494 -2.8028
H 3.1418 -6.4427 -3.7032
C -7.9506 1.4008 -3.4950
C -6.7748 0.8488 -3.7897
C -6.4715 0.0982 -5.1052
O -5.4420 -0.4636 -5.3953
C -7.5647 0.1349 -6.0210
C -8.8025 0.5558 -5.6064
C -9.1331 1.2085 -4.2689
O -10.2459 1.3823 -3.8669
H -8.0968 1.7939 -2.4998
H -5.9775 0.9050 -3.0634
H -7.5028 -0.3907 -6.9625
H -9.6353 0.5390 -6.2938
```

Results of the Löwdin charge analysis, in e, for atoms 1 through 2: number 1, O, carries 0.1030; number 2, C, carries -0.4010

***

Record 5
The following is a quantum chemistry calculation of C33H34Br2GeN2Sr as an isolated structure, from the OMol25 dataset.

Properties
electronic energy	-8642.90771	hartree
LUMO energy (spin up / spin down)	-0.11012 / -0.15557	hartree
total charge	+1
2S+1	2
HOMO level (spin up / spin down)	-9.9 / -10.2	eV
gap between HOMO and LUMO (spin up / spin down)	0.2553 / 0.2197	Eh
expectation value of S²	0.7566

Geometry as XYZ:
```
73
C33H34Br2GeN2Sr (ωB97M-V/def2-TZVPD)
Sr 1.0192 0.2558 -1.8837
Br 4.2080 0.9857 -2.5415
C 3.7239 2.0602 -4.0721
Br 1.8764 2.6383 -3.9954
H 3.8482 1.4663 -4.9677
H 4.3409 2.9488 -4.0693
C -4.2912 -1.7000 -3.9316
C -3.1927 -0.6648 -4.1783
C -3.3034 0.5397 -3.2731
C -4.2754 1.4961 -3.5579
C -4.4155 2.6353 -2.7870
C -3.5675 2.8398 -1.7102
C -2.5851 1.9130 -1.3908
C -1.7402 2.1364 -0.1610
C -2.3224 1.4498 1.0735
C -2.4687 0.7525 -2.1687
N -1.4126 -0.1568 -1.8758
C -1.6832 -1.3714 -1.5112
C -0.6827 -2.3644 -1.3301
C -0.8527 -3.6750 -0.8793
C 0.4194 -4.2458 -0.8415
C 1.2982 -3.2597 -1.2885
N 0.6559 -2.1114 -1.5844
H -4.2142 -2.5254 -4.6392
H -5.2778 -1.2493 -4.0438
H -4.2365 -2.1146 -2.9240
H -3.2670 -0.3194 -5.2122
H -2.2125 -1.1338 -4.0804
H -4.9230 1.3427 -4.4134
H -5.1754 3.3663 -3.0289
H -3.6703 3.7302 -1.1007
H -1.6648 3.2109 0.0207
H -0.7065 1.7871 -0.3010
H -3.3521 1.7725 1.2292
H -1.7470 1.6922 1.9675
H -2.3223 0.3647 0.9563
H -2.7164 -1.6684 -1.3197
H -1.7912 -4.1400 -0.6179
H 0.6774 -5.2514 -0.5529
H 2.3693 -3.3397 -1.4099
C 2.7036 2.6329 1.6674
Ge 2.1220 0.8042 1.2984
C 3.6521 -0.3348 0.9186
C 3.5869 -1.7298 0.9564
C 4.7052 -2.4970 0.6635
C 5.9055 -1.8873 0.3269
C 5.9906 -0.5007 0.2954
C 4.8729 0.2671 0.5869
C 0.7198 -0.0580 2.3300
C 0.1885 -1.2062 1.7842
C -0.8741 -1.8980 2.4035
C -1.4160 -1.4148 3.5559
C -0.9096 -0.2352 4.1564
C -1.4709 0.2631 5.3560
C -0.9771 1.3896 5.9476
C 0.1173 2.0608 5.3665
C 0.6778 1.5996 4.2079
C 0.1780 0.4484 3.5552
H 3.3474 2.6628 2.5483
H 1.8463 3.2831 1.8289
H 3.2698 3.0138 0.8174
H 2.6667 -2.2285 1.2315
H 4.6396 -3.5766 0.7071
H 6.7762 -2.4896 0.1042
H 6.9307 -0.0190 0.0589
H 4.9633 1.3476 0.5804
H 0.5704 -1.6116 0.8533
H -1.2487 -2.8030 1.9445
H -2.2404 -1.9280 4.0362
H -2.3004 -0.2744 5.7990
H -1.4132 1.7634 6.8640
H 0.5219 2.9416 5.8474
H 1.5309 2.1214 3.7980
```

Results of the Löwdin charge analysis, in e, for atoms 1 through 2: number 1, Sr, carries 1.2005; number 2, Br, carries 0.6836

***

Record 6
The following is a quantum chemistry calculation of C7H18B2F6N2O7P2S2 as an isolated structure in a non-equilibrium geometry, from the OMol25 dataset.

Properties
electronic energy	-3041.70735	hartree
LUMO energy	-0.07864	hartree
HOMO level	-8.2	eV
gap between HOMO and LUMO	0.2235	Eh

Geometry as XYZ:
```
46
C7H18B2F6N2O7P2S2 (ωB97M-V/def2-TZVPD)
C 4.0217 -2.3328 2.8489
C 3.1576 -2.4720 1.5237
O 2.4906 -1.2267 1.2292
B 1.1048 -1.4311 0.9709
O 0.7506 -2.0946 -0.2127
P -0.1387 -0.7255 2.2539
B -0.9194 0.8966 1.5552
N -2.1581 1.4745 2.1526
O -0.3891 1.5787 0.4484
P -1.7458 -2.0854 2.8393
C -1.3166 -2.7198 4.5696
C -1.7720 -3.6188 1.7577
C -2.9261 -3.5788 0.6631
H 3.6959 -1.4353 3.4226
H 5.1112 -2.2520 2.6421
H 3.8686 -3.2852 3.4223
H 2.4498 -3.3400 1.6144
H 3.8666 -2.7517 0.7028
H 1.4489 -1.8374 -0.8408
H 0.6009 -0.3752 3.4176
H -2.7980 0.7050 2.3714
H -1.8956 1.9070 3.0455
H 0.5817 1.5806 0.4946
H -1.0908 -1.8734 5.2559
H -2.2361 -3.2407 4.9489
H -0.5062 -3.4953 4.5462
H -2.0281 -4.4749 2.4415
H -0.7783 -3.8453 1.2856
H -2.9538 -4.6024 0.2080
H -2.6954 -2.7980 -0.0934
H -3.9303 -3.4461 1.1408
C 0.5792 3.7755 -6.6724
F 1.5071 3.9678 -7.6132
F -0.4685 4.5485 -6.9942
F 0.1604 2.5050 -6.7914
S 1.2094 4.1367 -4.9946
O 1.5791 5.5342 -5.0381
O 2.3084 3.2120 -4.8128
N -0.1306 3.7916 -4.2146
S -0.0324 3.9603 -2.6432
O 0.0780 5.3139 -2.1468
O 0.7766 2.9785 -1.9437
C -1.7533 3.4727 -2.2660
F -2.0286 2.2231 -2.6796
F -2.6549 4.2662 -2.8595
F -2.0004 3.5098 -0.9560
```

Results of the Löwdin charge analysis, in e, for atoms 1 through 2: number 1, C, carries -0.0562; number 2, C, carries -0.2253

***

Record 7
The following is a quantum chemistry calculation of a 2-piece molecular cluster, C3H3NO overall in a non-equilibrium geometry, from the OMol25 dataset.

Properties
electronic energy	-245.74778	hartree
LUMO energy (spin up / spin down)	-0.03278 / -0.06149	hartree
HOMO level (spin up / spin down)	-9.3 / -9.9	eV
gap between HOMO and LUMO (spin up / spin down)	0.3075 / 0.3029	Eh

Geometry as XYZ:
```
8
C3H3NO (ωB97M-V/def2-TZVPD)
C -0.5234 -1.0645 0.0615
C 0.5984 -1.5798 -0.2403
C -1.4026 0.1198 0.1987
N 2.5542 -0.6672 0.3013
O -1.8652 -1.1963 0.1038
H -1.4681 0.5922 1.1713
H -1.5382 0.7474 -0.6740
H 3.0568 -1.0052 -0.5205
```

Results of the Löwdin charge analysis, in e, for atoms 1 through 2: number 1, C, carries -0.4170; number 2, C, carries 0.1797

***

Record 8
The following is a quantum chemistry calculation of C18H23CdN5O5 as an isolated structure, from the OMol25 dataset.

Properties
electronic energy	-1517.53783	hartree
LUMO energy	0.02075	hartree
HOMO level	-8.8	eV
gap between HOMO and LUMO	0.3449	Eh

Geometry as XYZ:
```
52
C18H23CdN5O5 (ωB97M-V/def2-TZVPD)
Cd -0.5061 0.0433 -0.2792
O -0.2456 -1.5186 -2.3890
C 1.0594 -2.0908 -2.2735
C 2.1103 -1.0455 -1.9628
N 1.8360 -0.3354 -0.7109
C 2.4002 -1.0051 0.4643
C 1.6119 -0.8226 1.7735
O 2.2417 -0.8316 2.8144
O 0.3294 -0.7087 1.6584
C 2.2247 1.0744 -0.8185
C 1.3155 1.8465 -1.7984
O 1.8200 2.7319 -2.4632
O 0.0588 1.5359 -1.7715
H -0.2041 -0.7900 -3.0247
H 0.9835 -2.8331 -1.4780
H 1.3310 -2.6133 -3.1943
H 3.1037 -1.5111 -1.9385
H 2.1258 -0.3169 -2.7780
H 2.3909 -2.0814 0.2730
H 3.4399 -0.7122 0.6357
H 2.1381 1.5219 0.1780
H 3.2622 1.1939 -1.1432
N -1.5093 3.5551 2.3160
C -0.8601 2.7040 1.4852
N -1.6217 1.7438 1.0404
C -2.8679 1.9659 1.6194
C -4.0497 1.2340 1.5115
C -5.1457 1.6829 2.2182
C -5.0793 2.8359 3.0203
C -3.9142 3.5659 3.1399
C -2.8140 3.1012 2.4254
H -1.1020 4.3522 2.7717
H 0.1819 2.8348 1.2379
H -4.0990 0.3434 0.8994
H -6.0776 1.1367 2.1568
H -5.9623 3.1573 3.5563
H -3.8634 4.4514 3.7591
C -3.5692 -3.1395 3.0068
C -3.3320 -2.5226 1.6705
C -4.0879 -2.5241 0.5138
C -3.3532 -1.7792 -0.4268
N -2.2312 -1.3499 0.1326
N -2.2291 -1.8102 1.3987
C -3.6816 -1.4572 -1.8459
H -4.5238 -3.6610 3.0058
H -3.5933 -2.3823 3.7909
H -2.7883 -3.8583 3.2558
H -5.0404 -3.0054 0.3688
H -1.4203 -1.5721 1.9725
H -4.7318 -1.1840 -1.9478
H -3.4892 -2.3132 -2.4933
H -3.0782 -0.6238 -2.2040
```

Results of the Löwdin charge analysis, in e, for atoms 1 through 2: number 1, Cd, carries 1.4239; number 2, O, carries -0.1314

***

Question: What is the electronic energy in the second record?
Answer: -375.32041 hartree

***

Question: The highest electronic energy belongs to which entry?
Answer: C3H3NO